Entry 1:
The following is a quantum chemistry calculation of a molecular structure, C23H28F9MoO3 in a non-equilibrium geometry, from OMol25.

Its net charge is +1. As for the gap between HOMO and LUMO (spin up / spin down): 7.69 / 7.06 eV. The energy above the lowest of the compared OMol25 structures with the same formula, charge and spin comes out at 0.00 kcal per mole. The spin multiplicity is 3. Its molar mass is 619.40 g mol⁻¹. The value obtained for the highest occupied orbital energy (spin up / spin down) is -11.83 / -11.65 eV.

Geometry as XYZ:
```
64
Properties=species:S:1:pos:R:3:mulliken_spin:R:1
O 1.797 0.619 -1.647 -0.0017
C 1.423 -0.631 -2.351 0.0232
C 2.543 -1.436 -1.703 -0.0117
H 1.555 -0.476 -3.405 0.0003
H 0.417 -1.001 -2.087 -0.0014
C 2.672 -0.190 -0.781 -0.0537
H 3.450 -1.540 -2.286 0.0013
H 2.251 -2.375 -1.231 0.0011
C 4.036 0.461 -0.772 -0.0002
H 4.245 0.874 -1.768 0.0003
H 4.803 -0.282 -0.524 -0.0003
H 4.037 1.280 -0.040 0.0003
C 2.131 -0.651 0.559 0.0984
H 1.167 -1.208 0.453 -0.0181
H 1.999 0.186 1.240 -0.0243
H 2.826 -1.369 1.024 -0.0129
Mo -0.948 -0.373 1.138 2.1281
C -2.223 -1.644 2.412 -0.0665
C -3.000 -1.193 1.290 -0.0711
C -2.400 -1.700 0.082 0.1079
H -3.941 -0.649 1.339 -0.0049
C -1.238 -2.473 0.464 -0.0476
C -1.143 -2.456 1.909 0.0769
H -0.422 -3.006 2.507 0.0280
H -2.443 -1.472 3.462 0.0015
H -2.784 -1.573 -0.922 0.0282
H -0.627 -3.063 -0.214 -0.0051
C -1.983 1.759 2.569 -0.0369
C -0.743 1.008 2.991 -0.0911
C 0.282 1.433 2.108 0.0402
H -0.609 0.667 4.012 -0.0186
C -0.346 1.932 0.895 0.1116
C -1.756 1.828 1.077 -0.1711
H -2.508 2.201 0.385 -0.0171
H -1.893 2.775 2.978 -0.0073
H 1.348 1.427 2.334 0.0023
H 0.176 2.242 -0.011 0.0355
O 3.198 -1.049 -4.346 0.0002
C 4.528 -1.607 -4.416 -0.0002
C 4.961 -1.675 -5.894 0.0000
H 4.538 -2.620 -3.973 -0.0001
H 5.194 -0.973 -3.810 0.0000
C 3.687 -1.342 -6.708 0.0000
H 5.362 -2.668 -6.119 0.0000
H 5.751 -0.944 -6.092 0.0000
C 2.678 -0.787 -5.672 0.0001
H 3.311 -2.250 -7.188 0.0000
H 3.870 -0.608 -7.488 0.0000
H 1.685 -1.257 -5.763 0.0000
H 2.546 0.307 -5.771 0.0000
F -3.194 1.020 5.795 -0.0001
C -3.691 2.141 5.218 -0.0009
F -4.691 2.622 5.999 0.0000
F -2.688 3.061 5.210 0.0003
C -4.210 1.838 3.769 -0.0081
O -3.244 1.133 2.997 -0.0182
C -5.353 0.764 3.823 0.0000
F -6.439 1.147 4.532 -0.0001
F -5.752 0.462 2.558 -0.0002
F -4.865 -0.384 4.357 0.0001
C -4.721 3.132 3.048 0.0030
F -5.769 3.680 3.705 0.0000
F -3.746 4.074 2.966 0.0010
F -5.097 2.853 1.777 0.0000
```

Entry 2:
The following is a quantum chemistry calculation of a single C23H28FN3O4S molecule, from OMol25.

As for the SMILES: CCOc1cc(NC(=S)NC[C@H]2CCCO2)c(OCC)cc1NC(=O)c1ccc(F)cc1. As for the gap between HOMO and LUMO: 8.15 eV. The energy above the lowest of the compared OMol25 structures with the same formula, charge and spin comes out at 24.57 kcal per mole. Its molar mass is 461.56 g mol⁻¹. The value obtained for the highest occupied orbital energy is -7.51 eV.

Geometry as XYZ:
```
60
Properties=species:S:1:pos:R:3:mulliken_charge:R:1
C 2.225 2.788 3.209 -1.0768
C 2.914 1.463 2.903 -0.4761
H 3.546 1.550 2.013 0.3170
H 3.544 1.165 3.747 0.3880
O 2.000 0.389 2.761 -0.5547
C 1.271 0.271 1.609 1.2782
C 1.411 1.079 0.496 0.1880
C 0.634 0.868 -0.639 -0.9574
C -0.292 -0.186 -0.648 0.1027
C -0.450 -0.985 0.471 -0.7119
C 0.323 -0.771 1.602 -0.1263
N 0.217 -1.538 2.764 -0.1739
C -0.501 -2.672 2.973 0.5601
O -1.179 -3.227 2.130 -0.6730
C -0.378 -3.216 4.362 0.1558
C -0.532 -4.590 4.527 -0.4047
C -0.445 -5.167 5.779 -0.5790
C -0.218 -4.346 6.869 0.3813
C -0.086 -2.975 6.739 -0.6777
C -0.165 -2.412 5.478 -0.3707
H -0.090 -1.339 5.381 0.4472
H 0.072 -2.367 7.616 0.4387
F -0.132 -4.895 8.098 -0.3197
H -0.554 -6.230 5.920 0.4299
H -0.721 -5.195 3.654 0.4155
H 0.832 -1.213 3.498 0.2811
H -1.178 -1.778 0.468 0.6155
O -1.058 -0.403 -1.787 -0.5168
C -0.481 -1.312 -2.714 0.0750
C -0.467 -2.757 -2.231 -1.5181
H -1.470 -3.068 -1.952 0.3223
H -0.104 -3.401 -3.028 0.4441
H 0.184 -2.866 -1.367 0.3941
H 0.543 -0.995 -2.963 0.2708
H -1.107 -1.225 -3.608 0.1700
N 0.690 1.644 -1.791 0.3625
C 1.515 2.641 -2.167 0.3538
N 1.332 3.134 -3.420 -0.1092
H 1.904 3.939 -3.626 0.2751
C 0.475 2.629 -4.463 -1.1222
H 0.483 1.533 -4.448 0.3477
H 0.887 2.964 -5.417 0.4659
C -0.986 3.120 -4.352 0.4825
C -1.830 2.714 -5.571 -0.9131
H -1.217 2.536 -6.452 0.3861
H -2.554 3.495 -5.800 0.3331
C -2.549 1.458 -5.080 -0.4696
H -3.489 1.278 -5.594 0.4620
C -2.745 1.784 -3.603 -0.3368
H -2.804 0.908 -2.955 0.1879
H -3.641 2.403 -3.459 0.3386
O -1.597 2.523 -3.216 -0.5055
H -1.909 0.582 -5.196 0.0918
H -0.973 4.209 -4.208 0.2696
S 2.750 3.309 -1.285 -0.5129
H -0.143 1.519 -2.369 -0.0288
H 2.121 1.886 0.479 0.0665
H 2.976 3.556 3.370 0.3725
H 1.587 3.093 2.385 0.3415
H 1.615 2.696 4.105 0.3223
```

Entry 3:
The following is a quantum chemistry calculation of a molecular structure, C23H28HfNO2 in a non-equilibrium geometry, from OMol25.

Its net charge is +1. As for the gap between HOMO and LUMO (spin up / spin down): 8.92 / 8.92 eV. The energy above the lowest of the compared OMol25 structures with the same formula, charge and spin comes out at 6.44 kcal per mole. Its molar mass is 528.97 g mol⁻¹. The value obtained for the highest occupied orbital energy (spin up / spin down) is -11.81 / -11.81 eV.

Geometry as XYZ:
```
55
Properties=species:S:1:pos:R:3:mulliken_charge:R:1
C -0.364 -0.431 3.450 -0.3418
C -0.478 0.794 2.717 -1.3284
C -1.195 0.528 1.512 0.1188
H -0.212 1.786 3.082 0.4844
C -1.507 -0.871 1.483 -0.1420
C -0.996 -1.461 2.683 -0.9174
H -2.152 -1.360 0.756 0.5716
C 3.416 0.075 1.862 -0.6990
C 2.428 1.045 2.237 -0.8728
C 1.885 1.600 1.029 -0.4614
H 2.252 1.380 3.255 0.5675
C 2.493 0.922 -0.087 -0.5080
C 3.441 -0.013 0.446 -0.7738
H -1.564 1.265 0.800 0.5192
H -1.182 -2.487 3.004 0.4953
H -0.040 -0.524 4.485 0.4060
H 4.065 -0.667 -0.161 0.4239
H 1.265 2.495 0.965 0.4651
H 4.120 -0.417 2.534 0.5884
Hf 0.955 -0.641 1.291 1.7696
C 1.872 0.754 -1.473 3.1124
C 2.844 0.163 -2.494 -1.8545
C 1.261 2.052 -1.981 -1.8063
H 3.787 0.730 -2.476 0.3991
H 2.419 0.235 -3.510 0.3953
H 3.060 -0.898 -2.287 0.4043
H 2.034 2.834 -2.020 0.4028
H 0.451 2.441 -1.351 0.2703
H 0.871 1.934 -3.002 0.4409
C 0.785 -0.321 -1.129 0.8830
C 0.170 -1.352 -2.098 -0.6258
H -0.101 0.190 -0.720 -0.9307
H 1.330 -1.118 -0.488 0.5080
O 0.603 -2.505 -1.917 -0.5715
N -0.909 -0.935 -2.899 -0.0901
C -2.238 -1.197 -2.276 -0.9605
H -0.854 -1.382 -3.814 0.3721
C -2.854 0.035 -1.665 0.7905
C -3.968 -0.122 -0.838 -0.4723
H -4.352 -1.127 -0.666 0.4259
C -4.573 0.989 -0.257 -0.4925
H -5.432 0.848 0.401 0.3943
C -4.086 2.272 -0.534 -0.5725
H -4.574 3.145 -0.088 0.3820
C -2.989 2.435 -1.393 -0.5863
H -2.621 3.434 -1.631 0.4178
C -2.376 1.313 -1.969 -0.3500
H -1.560 1.423 -2.690 0.5087
H -2.119 -1.963 -1.478 0.2473
H -2.914 -1.640 -3.034 0.5119
C 2.101 -3.188 2.922 -0.7539
O 1.685 -2.186 2.020 -1.0098
H 2.504 -4.047 2.379 0.2851
H 1.241 -3.490 3.527 0.2797
H 2.869 -2.775 3.585 0.2800
```

Entry 4:
The following is a quantum chemistry calculation of a molecular structure, C23H28IN5O2Ti in a non-equilibrium geometry, from OMol25.

Its net charge is +2. As for the gap between HOMO and LUMO: 7.20 eV. The energy above the lowest of the compared OMol25 structures with the same formula, charge and spin comes out at 1.90 kcal per mole. Its molar mass is 581.28 g mol⁻¹. The value obtained for the highest occupied orbital energy is -14.21 eV.

Geometry as XYZ:
```
60
Properties=species:S:1:pos:R:3:mulliken_charge:R:1
Ti 0.540 0.435 0.176 -0.0480
C -1.224 0.736 2.770 -1.2093
C -1.585 -0.742 2.705 -0.8085
C -0.411 -1.627 2.382 0.7094
C -0.321 -2.867 2.991 -0.9504
C 0.811 -3.649 2.815 -0.4546
C 1.842 -3.150 2.038 -1.1223
C 1.673 -1.928 1.424 0.3564
N 0.566 -1.173 1.567 0.8271
N -1.062 1.361 1.439 0.0393
C -0.610 2.759 1.601 -1.0639
C -0.206 3.283 0.247 0.5705
C -0.145 4.632 -0.028 -1.0777
C 0.148 5.039 -1.323 -0.4064
C 0.313 4.074 -2.305 -1.1417
C 0.254 2.741 -1.952 -0.2234
N 0.037 2.340 -0.687 0.9645
C -2.370 1.374 0.729 -1.2182
C -2.507 0.232 -0.238 0.4006
C -3.723 -0.078 -0.825 -1.1589
C -3.786 -1.148 -1.702 -0.4508
C -2.636 -1.891 -1.943 -1.0381
C -1.464 -1.517 -1.323 -0.1420
N -1.392 -0.460 -0.497 1.0498
H -2.004 1.269 3.322 0.4749
H -0.290 0.850 3.323 0.5004
H -1.958 -1.033 3.686 0.6375
H -2.402 -0.925 2.003 0.3164
H -1.127 -3.206 3.628 0.5028
H 0.892 -4.614 3.297 0.4570
H 2.767 -3.693 1.914 0.4970
H 2.460 -1.530 0.806 -0.2033
H -1.407 3.382 2.020 0.6064
H 0.227 2.798 2.298 0.5288
H -0.332 5.353 0.757 0.5471
H 0.219 6.091 -1.563 0.4734
H 0.496 4.347 -3.334 0.4779
H 0.390 1.974 -2.696 0.5690
H -3.189 1.344 1.453 0.5821
H -2.484 2.305 0.173 0.5964
H -4.605 0.504 -0.593 0.5550
H -4.720 -1.406 -2.184 0.4577
H -2.653 -2.746 -2.604 0.4926
H -0.542 -2.066 -1.462 0.4575
N 2.078 -3.342 -1.582 -0.4111
C 2.030 -2.738 -2.914 -0.9118
C 2.673 -1.349 -2.963 -0.6319
C 2.096 -0.212 -2.147 0.2056
O 2.372 0.938 -2.376 -0.5797
O 1.252 -0.471 -1.119 0.3328
H 3.048 -3.536 -1.349 0.2573
H 1.612 -4.243 -1.599 0.2347
H 0.989 -2.676 -3.239 0.3061
H 2.551 -3.352 -3.653 0.4486
H 2.670 -0.997 -3.994 0.3727
H 3.726 -1.420 -2.671 0.2758
I 4.041 0.716 0.549 0.1044
C 2.097 1.349 1.267 -1.0860
H 2.156 2.430 1.149 0.6279
H 2.126 1.127 2.334 0.5247
```